A molecular structure, C33H32IrNSeSi, computed with ωB97M-V/def2-TZVPD.

Geometry as XYZ:
```
69
Properties=species:S:1:pos:R:3
Ir -0.50779 -0.24689 0.55995
N -0.11496 0.09800 2.75365
C 1.21186 -0.38091 3.07550
C 1.36029 -1.27548 4.12316
C 2.61046 -1.77702 4.44001
C 3.71375 -1.37072 3.70440
C 3.55580 -0.47365 2.66180
C 2.30457 0.04099 2.31670
C 2.20811 0.96795 1.15501
C 3.19628 1.93529 0.98903
C 3.25241 2.71118 -0.16049
C 2.33870 2.50396 -1.18513
C 1.34350 1.55266 -1.02847
C 1.22342 0.81404 0.15483
H -0.79493 -0.39901 3.32017
H -0.20797 1.09332 2.94599
H 0.48808 -1.58519 4.68678
H 2.72003 -2.47819 5.25613
H 4.69640 -1.75946 3.93460
H 4.41569 -0.18468 2.07176
H 3.93518 2.07904 1.76765
H 4.02549 3.46121 -0.26402
H 2.40038 3.08007 -2.09945
H 0.63934 1.39839 -1.83679
C 0.49576 -4.42455 -3.73971
C -0.84550 -4.66504 -3.47549
C -1.47000 -4.01645 -2.42050
C -0.76106 -3.12359 -1.61112
C 0.58712 -2.88640 -1.89695
C 1.21256 -3.53427 -2.95170
Si -1.59781 -2.31466 -0.16726
C -1.17213 -3.07492 1.49446
C 0.03188 -3.75983 1.69780
C 0.31874 -4.33711 2.92592
C -0.58613 -4.23518 3.97202
C -1.78099 -3.54188 3.79754
C -2.06346 -2.95626 2.57466
H 0.98257 -4.92984 -4.56359
H -1.40426 -5.35715 -4.09156
H -2.51907 -4.20974 -2.22667
H 1.15370 -2.18589 -1.29074
H 2.25691 -3.34278 -3.16122
H -3.06584 -2.23527 -0.35392
H 0.73773 -3.85675 0.88185
H 1.24552 -4.87815 3.06246
H -0.36694 -4.69927 4.92501
H -2.49483 -3.47732 4.60961
H -3.00988 -2.44065 2.43405
C -1.41832 5.36534 -4.47430
C -1.56057 4.52114 -3.24469
C -1.69768 3.13612 -3.33482
C -1.81260 2.33505 -2.21578
C -1.99581 0.85698 -2.40417
C -1.79855 2.95894 -0.94034
Se -1.94635 1.97266 0.63456
C -1.69533 4.36865 -0.82483
C -1.72513 5.09987 0.48930
C -1.56756 5.11080 -1.98423
H -1.39693 4.75897 -5.37728
H -0.50140 5.95508 -4.43058
H -2.24944 6.06837 -4.55212
H -1.72010 2.67241 -4.31375
H -2.03775 0.61182 -3.46375
H -2.91357 0.50474 -1.93174
H -1.16936 0.28305 -1.96550
H -1.31563 4.52184 1.31241
H -2.75406 5.36311 0.74505
H -1.15788 6.02600 0.41306
H -1.46462 6.18711 -1.90418
```

The value obtained for the LUMO energy (spin up / spin down) is -2.05 / -5.73 eV. Its energy above the lowest of the compared OMol25 structures with the same formula, charge and spin is 0.0 kcal per mole. Its spin multiplicity is 6. Its charge is +1. Its HOMO energy (spin up / spin down) is -9.90 / -11.23 eV. For the frontier orbital gap (spin up / spin down), the calculation gives 7.85 / 5.50 eV.

Need the Löwdin charges? In units of e they are: atom 1 (Ir): 0.965, atom 2 (N): -0.021, atom 3 (C): -0.249, atom 4 (C): -0.034, atom 5 (C): -0.063, atom 6 (C): -0.057, atom 7 (C): -0.017, atom 8 (C): -0.137, atom 9 (C): -0.205, atom 10 (C): -0.032, atom 11 (C): -0.054, atom 12 (C): -0.067, atom 13 (C): -0.127, atom 14 (C): -0.291, atom 15 (H): 0.093, atom 16 (H): 0.094, atom 17 (H): 0.113, atom 18 (H): 0.113, atom 19 (H): 0.112, atom 20 (H): 0.120, atom 21 (H): 0.119, atom 22 (H): 0.112, atom 23 (H): 0.110, atom 24 (H): 0.078, atom 25 (C): -0.072, atom 26 (C): -0.074, atom 27 (C): -0.104, atom 28 (C): -0.355, atom 29 (C): -0.126, atom 30 (C): -0.076, atom 31 (Si): 0.582, atom 32 (C): -0.378, atom 33 (C): -0.091, atom 34 (C): -0.076, atom 35 (C): -0.081, atom 36 (C): -0.083, atom 37 (C): -0.133, atom 38 (H): 0.109, atom 39 (H): 0.108, atom 40 (H): 0.099, atom 41 (H): 0.080, atom 42 (H): 0.107, atom 43 (H): -0.017, atom 44 (H): 0.103, atom 45 (H): 0.113, atom 46 (H): 0.111, atom 47 (H): 0.110, atom 48 (H): 0.102, atom 49 (C): -0.029, atom 50 (C): -0.228, atom 51 (C): 0.006, atom 52 (C): -0.295, atom 53 (C): -0.080, atom 54 (C): -0.517, atom 55 (Se): 0.926, atom 56 (C): -0.284, atom 57 (C): -0.071, atom 58 (C): 0.001, atom 59 (H): 0.081, atom 60 (H): 0.092, atom 61 (H): 0.095, atom 62 (H): 0.125, atom 63 (H): 0.092, atom 64 (H): 0.083, atom 65 (H): 0.015, atom 66 (H): 0.037, atom 67 (H): 0.100, atom 68 (H): 0.088, atom 69 (H): 0.132


A single C3H9NO3 molecule, computed with ωB97M-V/def2-TZVPD.

Geometry as XYZ:
```
16
Properties=species:S:1:pos:R:3
C -0.83246 0.80219 1.18413
C -0.29641 -0.41622 0.44159
N -1.24222 -0.79326 -0.61964
O -0.60831 -1.12931 -1.86595
C 1.14258 -0.14063 -0.08974
O 1.97915 0.29650 0.92707
O 1.13859 0.82498 -1.10254
H -0.77841 1.68124 0.54407
H -1.86621 0.63464 1.47812
H -0.24179 0.97640 2.07966
H -0.22830 -1.27268 1.12788
H -1.81328 0.01511 -0.86204
H -0.53836 -2.09110 -1.86594
H 1.57378 -1.08996 -0.45121
H 1.91110 1.26069 0.94889
H 0.70054 0.44141 -1.87436
```

The value obtained for the LUMO energy is 0.78 eV. Its energy above the lowest of the compared OMol25 structures with the same formula, charge and spin is 64.5 kcal per mole. As for the SMILES: C[C@@H](NO)C(O)O. Its HOMO energy is -9.31 eV. For the frontier orbital gap, the calculation gives 10.09 eV.

Need the Löwdin charges? In units of e they are: atom 1 (C): -0.050, atom 2 (C): -0.325, atom 3 (N): -0.043, atom 4 (O): -0.090, atom 5 (C): -0.460, atom 6 (O): 0.014, atom 7 (O): 0.009, atom 8 (H): 0.085, atom 9 (H): 0.081, atom 10 (H): 0.080, atom 11 (H): 0.142, atom 12 (H): 0.112, atom 13 (H): 0.102, atom 14 (H): 0.151, atom 15 (H): 0.106, atom 16 (H): 0.086


A single C16H16F2N2O2 molecule at a distorted geometry, computed with ωB97M-V/def2-TZVPD.

Geometry as XYZ:
```
38
Properties=species:S:1:pos:R:3
N -0.38967 -1.75228 -1.41644
C -0.35441 -0.71373 -0.92324
C -0.43371 0.57001 -0.35997
C 0.59719 1.35252 0.01572
C 2.01205 1.05400 0.03387
C 2.90597 2.09981 0.30061
C 4.26542 1.88718 0.31443
C 4.76865 0.61157 0.07489
O 6.14616 0.48901 0.12090
C 6.72509 -0.61829 -0.38726
F 6.64738 -1.67296 0.46559
F 8.03015 -0.36285 -0.54012
C 3.90175 -0.44598 -0.16411
C 2.53814 -0.22005 -0.18762
C -1.82556 1.16781 -0.36015
O -2.01873 2.23600 -0.90959
N -2.78823 0.47012 0.26692
C -2.62197 -0.74519 1.02930
C -3.39606 -1.88941 0.37380
C -4.86667 -1.50353 0.23350
C -4.98907 -0.18774 -0.53132
C -4.16881 0.89902 0.16144
H 0.33261 2.35123 0.34335
H 2.52134 3.09189 0.48406
H 4.95871 2.68867 0.51066
H 6.31373 -0.95122 -1.36003
H 4.26969 -1.44916 -0.31204
H 1.87836 -1.05241 -0.37088
H -3.01898 -0.56796 2.03783
H -1.56479 -0.99581 1.12189
H -2.96740 -2.09125 -0.60937
H -3.29244 -2.78946 0.98072
H -5.41112 -2.29198 -0.28771
H -5.30887 -1.38927 1.22651
H -6.03185 0.12633 -0.58794
H -4.61574 -0.32022 -1.54858
H -4.18595 1.83014 -0.40700
H -4.56240 1.08542 1.16736
```

The value obtained for the LUMO energy is -0.54 eV. As for the SMILES: N#C/C(=C\c1ccc(OC(F)F)cc1)C(=O)N1CCCCC1. Its HOMO energy is -8.98 eV. For the frontier orbital gap, the calculation gives 8.44 eV.

Need the Löwdin charges? In units of e they are: atom 1 (N): 0.200, atom 2 (C): -0.211, atom 3 (C): -0.135, atom 4 (C): 0.048, atom 5 (C): -0.198, atom 6 (C): -0.013, atom 7 (C): 0.013, atom 8 (C): -0.220, atom 9 (O): 0.087, atom 10 (C): -0.483, atom 11 (F): 0.091, atom 12 (F): 0.115, atom 13 (C): 0.008, atom 14 (C): 0.004, atom 15 (C): -0.429, atom 16 (O): 0.076, atom 17 (N): -0.047, atom 18 (C): -0.152, atom 19 (C): -0.175, atom 20 (C): -0.205, atom 21 (C): -0.170, atom 22 (C): -0.137, atom 23 (H): 0.133, atom 24 (H): 0.119, atom 25 (H): 0.124, atom 26 (H): 0.178, atom 27 (H): 0.116, atom 28 (H): 0.096, atom 29 (H): 0.132, atom 30 (H): 0.113, atom 31 (H): 0.101, atom 32 (H): 0.114, atom 33 (H): 0.109, atom 34 (H): 0.112, atom 35 (H): 0.112, atom 36 (H): 0.121, atom 37 (H): 0.121, atom 38 (H): 0.132


A single C9H12OS molecule at a distorted geometry, computed with ωB97M-V/def2-TZVPD.

Geometry as XYZ:
```
23
Properties=species:S:1:pos:R:3
C -1.92897 -0.22481 -1.89234
O -1.70366 0.79085 -0.93799
C -1.08511 0.53280 0.34869
C -1.98140 -0.41765 1.07974
S -1.07272 2.17033 1.19224
C 0.32958 0.18263 0.29491
C 0.95052 -0.69961 1.14647
C 2.22826 -1.22468 1.00497
C 3.05187 -0.67147 0.06051
C 2.56344 0.37823 -0.71427
C 1.27890 0.83440 -0.55751
H -2.26272 -1.15149 -1.27812
H -0.93107 -0.44993 -2.32822
H -2.65925 0.25044 -2.51404
H -1.78684 -1.43967 0.89520
H -1.99566 -0.20230 2.14420
H -3.01957 -0.15562 0.61305
H -1.39814 2.81374 0.11243
H 0.38956 -0.99660 2.03763
H 2.54632 -2.03892 1.63173
H 4.08020 -0.98063 0.11839
H 3.30829 0.82178 -1.45306
H 1.09817 1.87818 -1.00462
```

The value obtained for the LUMO energy is 0.80 eV. Its energy above the lowest of the compared OMol25 structures with the same formula, charge and spin is 26.8 kcal per mole. As for the SMILES: CO[C@](C)(S)c1ccccc1. Its HOMO energy is -8.55 eV. For the frontier orbital gap, the calculation gives 9.35 eV.

Need the Löwdin charges? In units of e they are: atom 1 (C): -0.071, atom 2 (O): -0.264, atom 3 (C): -0.796, atom 4 (C): -0.091, atom 5 (S): 0.866, atom 6 (C): -0.272, atom 7 (C): -0.052, atom 8 (C): -0.084, atom 9 (C): -0.104, atom 10 (C): -0.103, atom 11 (C): -0.050, atom 12 (H): 0.110, atom 13 (H): 0.095, atom 14 (H): 0.088, atom 15 (H): 0.066, atom 16 (H): 0.074, atom 17 (H): 0.138, atom 18 (H): -0.138, atom 19 (H): 0.119, atom 20 (H): 0.103, atom 21 (H): 0.099, atom 22 (H): 0.126, atom 23 (H): 0.142


A molecular structure, C15H27HgInO3P at a distorted geometry, computed with ωB97M-V/def2-TZVPD.

Geometry as XYZ:
```
48
Properties=species:S:1:pos:R:3
C 4.09030 -1.70269 1.44775
C 3.57923 -0.33761 1.85382
O 2.32848 0.00297 1.21649
P 2.28388 0.61037 -0.25800
O 1.15710 1.55001 -0.37494
C 2.10751 -0.73138 -1.44302
C 1.33741 -1.94837 -0.92043
C 0.08409 -1.61224 -0.15459
In -1.52614 -1.70825 -1.69833
C -3.34568 -2.18895 -0.30295
C -3.76606 -0.96303 0.25644
C -3.95687 -0.87163 1.66286
C -4.40550 0.28630 2.19875
C -4.63654 1.39371 1.37728
C -4.43943 1.35070 -0.00869
C -4.73088 2.55836 -0.84657
C -4.01650 0.17789 -0.55939
O 3.69303 1.23418 -0.58911
C 3.91403 2.62245 -0.21617
C 5.39882 2.84210 -0.00386
H 4.80293 -2.05769 2.18842
H 4.55603 -1.68252 0.46513
H 3.26352 -2.41007 1.45990
H 4.32705 0.43485 1.69915
H 3.36138 -0.34796 2.91867
H 3.10901 -1.06047 -1.72572
H 1.66933 -0.29886 -2.33866
H 1.05841 -2.54106 -1.80888
H 1.97629 -2.60502 -0.33401
H -0.14165 -2.35675 0.60576
H 0.03742 -0.64498 0.33455
H -1.42012 -3.07282 -2.78544
H -1.67979 -0.20697 -2.56342
H -3.00169 -2.86584 0.47485
H -4.04251 -2.72174 -1.00802
H -3.76729 -1.73909 2.27751
H -4.59313 0.36225 3.25790
H -4.98540 2.30994 1.83400
H -4.29143 3.45076 -0.41053
H -5.80950 2.71742 -0.85541
H -4.40708 2.42562 -1.87261
H -3.87211 0.11313 -1.62765
H 3.36484 2.87022 0.69005
H 3.52366 3.24440 -1.01619
H 5.83069 1.96297 0.46592
H 5.52609 3.69169 0.66274
H 5.90464 3.05188 -0.94043
Hg -5.44984 -2.58821 -2.68491
```

The value obtained for the LUMO energy is -7.16 eV. Its charge is +1. Its HOMO energy is -11.90 eV. For the frontier orbital gap, the calculation gives 4.74 eV.

Need the Löwdin charges? In units of e they are: atom 1 (C): -0.062, atom 2 (C): -0.241, atom 3 (O): -0.191, atom 4 (P): 0.445, atom 5 (O): -0.256, atom 6 (C): -0.199, atom 7 (C): -0.299, atom 8 (C): -0.210, atom 9 (In): 0.588, atom 10 (C): -0.139, atom 11 (C): -0.290, atom 12 (C): 0.011, atom 13 (C): -0.026, atom 14 (C): 0.055, atom 15 (C): -0.234, atom 16 (C): -0.017, atom 17 (C): -0.015, atom 18 (O): -0.211, atom 19 (C): -0.246, atom 20 (C): -0.061, atom 21 (H): 0.086, atom 22 (H): 0.080, atom 23 (H): 0.071, atom 24 (H): 0.102, atom 25 (H): 0.122, atom 26 (H): 0.101, atom 27 (H): 0.104, atom 28 (H): 0.092, atom 29 (H): 0.107, atom 30 (H): 0.062, atom 31 (H): 0.045, atom 32 (H): -0.058, atom 33 (H): -0.051, atom 34 (H): 0.082, atom 35 (H): -0.132, atom 36 (H): 0.131, atom 37 (H): 0.125, atom 38 (H): 0.136, atom 39 (H): 0.094, atom 40 (H): 0.098, atom 41 (H): 0.088, atom 42 (H): 0.069, atom 43 (H): 0.116, atom 44 (H): 0.122, atom 45 (H): 0.072, atom 46 (H): 0.082, atom 47 (H): 0.079, atom 48 (Hg): 0.571


Quick rundown of E, same order as above: -112284.74067, -10887.78427, -29361.89114, -22408.41718, -40763.41983 eV